Here is C6H13InO3 as an isolated structure at a distorted geometry from the Open Molecules 2025 dataset. Energies are from ωB97M-V with the def2-TZVPD basis set.

Calculated values
Total energy = -17736.00123 eV
ΔE to the lowest compared entry with this formula, charge and spin = 2.413 eV
Orbital gap (spin up / spin down) = 0.30691 / 0.24953 Eh
Multiplicity = 2
E_LUMO (spin up / spin down) = -3.3 / -5.5 eV
Net charge = +1
HOMO (spin up / spin down) = -11.68 / -12.32 eV

Each line ends with the Löwdin charge.
Cartesian coordinates (Å):
1 C -2.67 -2.02 1.24  -0.06
2 O -1.67 -1.37 0.49  -0.43
3 C -2.13 -0.57 -0.63  -0.17
4 C -0.99 -0.26 -1.53  -0.28
5 O -0.37 1.00 -1.14  -0.21
6 C 0.94 1.30 -1.56  -0.21
7 C 1.80 1.52 -0.33  -0.16
8 O 1.87 0.33 0.45  -0.39
9 C 2.64 0.47 1.63  -0.06
10 In 0.35 -1.07 0.27  1.20
11 H -2.20 -2.54 2.09  0.11
12 H -3.38 -1.28 1.64  0.11
13 H -3.18 -2.76 0.61  0.11
14 H -2.57 0.33 -0.17  0.16
15 H -1.30 -0.13 -2.58  0.12
16 H 0.92 2.25 -2.13  0.15
17 H 1.37 0.54 -2.22  0.14
18 H 1.34 2.30 0.30  0.15
19 H 2.81 1.83 -0.62  0.16
20 H 2.22 -0.13 2.44  0.09
21 H 3.66 0.12 1.44  0.12
22 H 2.61 1.51 1.98  0.12
23 H -2.07 -1.39 -1.68  0.23



Here is C6H13MgO5Sm as an isolated structure at a distorted geometry from the Open Molecules 2025 dataset. Energies are from ωB97M-V with the def2-TZVPD basis set.

Calculated values
Total energy = -39989.01700 eV
Orbital gap (spin up / spin down) = 0.21083 / 0.26285 Eh
Multiplicity = 7
E_LUMO (spin up / spin down) = -13.4 / -13.3 eV
Net charge = +3
HOMO (spin up / spin down) = -19.18 / -20.47 eV

Each line ends with the Löwdin charge.
Cartesian coordinates (Å):
1 O -0.67 -0.63 -0.69  -0.42
2 C -1.86 -1.38 -0.60  -0.25
3 C -2.90 -0.64 0.24  -0.15
4 O -2.92 0.73 -0.19  -0.40
5 C -3.90 1.52 0.47  -0.03
6 Sm -0.85 1.48 -0.96  1.84
7 H -1.69 -2.36 -0.14  0.15
8 H -2.28 -1.56 -1.61  0.14
9 H -2.63 -0.66 1.31  0.15
10 H -3.90 -1.07 0.11  0.16
11 H -3.78 2.56 0.12  0.11
12 H -4.90 1.16 0.20  0.13
13 H -3.76 1.48 1.56  0.12
14 O 1.07 1.11 0.81  -0.21
15 C 1.06 -0.12 1.07  -0.23
16 O 2.13 -0.87 1.02  0.12
17 C 3.41 -0.27 0.85  -0.11
18 O 3.49 0.45 -0.34  -0.27
19 C 3.59 -0.34 -1.54  0.02
20 Mg 2.41 2.21 -0.40  1.19
21 H 0.25 -0.53 1.69  0.19
22 H 4.12 -1.11 0.84  0.19
23 H 3.61 0.40 1.69  0.18
24 H 3.76 0.35 -2.37  0.12
25 H 4.45 -1.02 -1.45  0.14
26 H 2.66 -0.89 -1.70  0.12



Here is one molecule with the formula C6H13N at a distorted geometry from the Open Molecules 2025 dataset. Energies are from ωB97M-V with the def2-TZVPD basis set.

Calculated values
Total energy = -7920.31284 eV
ΔE to the lowest compared entry with this formula, charge and spin = 2.520 eV
Structure (SMILES) = C/C=C/C[C@H](C)N
Orbital gap = 0.32307 Eh
E_LUMO = 0.9 eV
HOMO = -7.90 eV

Each line ends with the Löwdin charge.
Cartesian coordinates (Å):
1 C 1.80 -0.83 -0.09  -0.07
2 C 1.03 -0.73 -1.39  -0.44
3 C -0.52 -0.64 -0.98  -0.15
4 C -0.69 0.38 0.11  -0.16
5 C -0.82 0.21 1.46  -0.17
6 C -1.97 0.85 2.20  -0.11
7 N 1.41 0.44 -2.18  0.01
8 H 1.93 0.17 0.28  0.07
9 H 2.83 -1.18 -0.18  0.08
10 H 1.24 -1.56 0.50  0.08
11 H 1.05 -1.54 -2.12  0.12
12 H -1.17 -0.26 -1.76  0.10
13 H -0.72 -1.64 -0.59  0.11
14 H -0.84 1.45 -0.09  0.10
15 H -0.10 -0.32 2.08  0.09
16 H -1.74 1.03 3.24  0.06
17 H -2.84 0.24 2.01  0.07
18 H -2.14 1.86 1.80  0.07
19 H 1.68 1.29 -1.67  0.06
20 H 0.56 0.78 -2.63  0.06



Here is C6H13N as an isolated structure at a distorted geometry from the Open Molecules 2025 dataset. Energies are from ωB97M-V with the def2-TZVPD basis set.

Calculated values
Total energy = -7916.44864 eV
ΔE to the lowest compared entry with this formula, charge and spin = 6.384 eV
Orbital gap = 0.31637 Eh
E_LUMO = 0.9 eV
HOMO = -7.70 eV

Each line ends with the Löwdin charge.
Cartesian coordinates (Å):
1 C -2.00 -1.08 0.03  0.05
2 C -0.97 1.24 0.13  -0.33
3 C 0.52 1.55 -0.24  -0.05
4 C 0.64 -0.04 -0.03  -0.54
5 C 1.32 -0.58 1.32  -0.05
6 C 1.24 -0.83 -1.13  -0.09
7 H -3.00 -0.41 -0.68  0.20
8 H -2.05 -1.23 0.91  -0.07
9 H -1.97 -2.03 -0.48  0.05
10 H -1.12 1.35 1.23  0.10
11 H -1.72 2.06 -0.17  0.13
12 H 0.92 1.85 -1.36  0.16
13 H 1.20 2.06 0.39  0.07
14 H 0.44 -0.36 2.11  0.10
15 H 2.37 0.05 1.52  0.13
16 H 1.43 -1.66 1.51  0.06
17 H 0.96 -1.82 -1.13  0.03
18 H 2.41 -0.85 -1.07  0.10
19 H 1.35 -0.35 -2.28  0.13
20 N -0.82 -0.03 -0.14  -0.18



Here is one molecule with the formula C6H13N from the Open Molecules 2025 dataset. Energies are from ωB97M-V with the def2-TZVPD basis set.

Calculated values
Total energy = -7919.15660 eV
ΔE to the lowest compared entry with this formula, charge and spin = 3.677 eV
Orbital gap (spin up / spin down) = 0.32443 / 0.31340 Eh
E_LUMO (spin up / spin down) = 0.7 / 0.7 eV
HOMO (spin up / spin down) = -8.09 / -7.82 eV

Each line ends with the Löwdin charge.
Cartesian coordinates (Å):
1 C 1.26 -1.04 -1.93  -0.09
2 C 1.00 -0.42 -0.50  0.01
3 N -0.12 1.24 -0.09  0.02
4 C -0.13 2.26 1.00  -0.13
5 C -0.32 -0.13 0.24  -0.68
6 C -0.33 -0.53 1.73  -0.04
7 C -1.33 -0.69 -0.72  -0.06
8 H 1.55 -0.35 -2.74  0.08
9 H 2.10 -1.76 -1.88  0.07
10 H 0.44 -1.64 -2.37  0.06
11 H 1.89 -0.38 0.10  0.09
12 H -1.18 2.58 1.19  0.09
13 H 0.26 2.01 1.99  0.06
14 H 0.37 3.18 0.66  0.06
15 H -0.26 -1.61 1.81  0.08
16 H 0.53 -0.10 2.24  0.07
17 H -1.22 -0.19 2.29  0.09
18 H -0.92 -0.35 -1.67  0.06
19 H -2.34 -0.32 -0.67  0.08
20 H -1.26 -1.78 -0.67  0.09



Here is one molecule with the formula C6H13N from the Open Molecules 2025 dataset. Energies are from ωB97M-V with the def2-TZVPD basis set.

Calculated values
Total energy = -7921.93867 eV
ΔE to the lowest compared entry with this formula, charge and spin = 0.894 eV
Structure (SMILES) = CCCN1C[C@H]1C
Orbital gap = 0.37937 Eh
E_LUMO = 1.2 eV
HOMO = -9.08 eV

Each line ends with the Löwdin charge.
Cartesian coordinates (Å):
1 C 2.98 -0.23 -0.07  -0.12
2 C 1.50 -0.58 -0.12  -0.26
3 C 0.63 0.54 -0.70  -0.24
4 N -0.76 0.12 -0.66  -0.10
5 C -1.79 1.10 -0.88  -0.11
6 C -1.53 0.56 0.48  -0.35
7 C -2.37 -0.47 1.19  -0.06
8 H 3.17 0.63 0.58  0.07
9 H 3.36 0.01 -1.07  0.07
10 H 3.57 -1.08 0.31  0.07
11 H 1.33 -1.48 -0.72  0.11
12 H 1.13 -0.81 0.89  0.11
13 H 0.92 0.73 -1.75  0.12
14 H 0.80 1.48 -0.15  0.12
15 H -2.65 0.77 -1.47  0.10
16 H -1.50 2.14 -1.06  0.11
17 H -1.02 1.27 1.14  0.13
18 H -3.22 -0.01 1.71  0.07
19 H -2.75 -1.21 0.48  0.08
20 H -1.76 -0.99 1.93  0.07



Here is one molecule with the formula C6H13N at a distorted geometry from the Open Molecules 2025 dataset. Energies are from ωB97M-V with the def2-TZVPD basis set.

Calculated values
Total energy = -7921.72156 eV
ΔE to the lowest compared entry with this formula, charge and spin = 1.112 eV
Structure (SMILES) = CCN1CCCC1
Orbital gap = 0.34034 Eh
E_LUMO = 1.1 eV
HOMO = -8.14 eV

Each line ends with the Löwdin charge.
Cartesian coordinates (Å):
1 C -0.78 1.01 -0.01  -0.15
2 N 0.46 0.18 0.17  -0.19
3 C 1.23 -0.19 -1.02  -0.28
4 C 1.97 1.06 -1.60  -0.10
5 C 0.13 -1.15 0.85  -0.18
6 C -1.28 -0.90 1.48  -0.19
7 C -1.88 -0.02 0.40  -0.21
8 H -0.91 1.37 -1.02  0.11
9 H -0.81 1.70 0.81  0.10
10 H 2.08 -0.94 -0.85  0.13
11 H 0.49 -0.64 -1.65  0.09
12 H 1.42 2.05 -1.42  0.08
13 H 3.01 1.15 -1.12  0.09
14 H 2.25 0.85 -2.60  0.04
15 H -0.05 -1.91 0.08  0.10
16 H 0.93 -1.48 1.56  0.12
17 H -1.80 -1.81 1.75  0.10
18 H -1.15 -0.31 2.39  0.10
19 H -2.21 -0.69 -0.39  0.11
20 H -2.80 0.47 0.75  0.10



Here is one molecule with the formula C6H13N at a distorted geometry from the Open Molecules 2025 dataset. Energies are from ωB97M-V with the def2-TZVPD basis set.

Calculated values
Total energy = -7921.72185 eV
ΔE to the lowest compared entry with this formula, charge and spin = 1.111 eV
Structure (SMILES) = C=CCC[C@@H](C)N
Orbital gap = 0.37951 Eh
E_LUMO = 1.1 eV
HOMO = -9.18 eV

Each line ends with the Löwdin charge.
Cartesian coordinates (Å):
1 C 1.58 -1.55 1.43  -0.07
2 C 0.56 -0.58 0.85  -0.46
3 C 0.93 0.22 -0.42  -0.17
4 C -0.24 1.03 -1.12  -0.20
5 C -2.60 0.64 -1.94  -0.01
6 C -1.54 0.28 -1.22  -0.18
7 N 0.20 0.41 1.86  0.04
8 H 1.98 -2.28 0.72  0.07
9 H 1.14 -2.14 2.24  0.07
10 H 2.41 -0.89 1.67  0.07
11 H -0.30 -1.13 0.47  0.10
12 H 1.28 -0.35 -1.28  0.11
13 H 1.71 0.96 -0.26  0.10
14 H -0.44 1.96 -0.59  0.10
15 H 0.16 1.40 -2.06  0.10
16 H -3.45 -0.02 -2.06  0.05
17 H -2.65 1.59 -2.46  0.05
18 H -1.57 -0.63 -0.64  0.08
19 H 0.91 1.10 2.08  0.07
20 H -0.08 -0.03 2.72  0.06